(1)
{
  "formula": "C36H42CoF6NO5P3",
  "method": "ωB97M-V/def2-TZVPD",
  "symbols": ["Co", "N", "P", "C", "C", "C", "C", "C", "C", "C", "C", "C", "C", "C", "C", "P", "C", "C", "C", "C", "C", "C", "C", "C", "C", "C", "C", "C", "H", "H", "H", "H", "H", "H", "H", "H", "H", "H", "H", "H", "H", "H", "H", "H", "H", "H", "H", "H", "H", "C", "C", "O", "C", "F", "F", "F", "C", "F", "F", "F", "H", "H", "H", "C", "C", "C", "C", "O", "P", "O", "O", "O", "C", "C", "C", "C", "H", "H", "H", "H", "H", "H", "H", "H", "H", "H", "H", "H", "H", "H", "H", "H", "H", "H"],
  "coordinates": [[-0.0346, -0.1374, 0.5762], [-2.6046, 1.0241, 0.1746], [-1.0805, 1.6355, -0.2520], [-1.1417, 2.2072, -1.9635], [0.0459, 2.2141, -2.6900], [0.0583, 2.7157, -3.9849], [-1.1113, 3.1883, -4.5607], [-2.3001, 3.1693, -3.8413], [-2.3134, 2.6875, -2.5424], [-0.8757, 3.1667, 0.6988], [-1.2041, 3.1481, 2.0524], [-1.0139, 4.2778, 2.8301], [-0.4745, 5.4264, 2.2679], [-0.1239, 5.4433, 0.9260], [-0.3237, 4.3176, 0.1403], [-2.2197, -0.5145, 0.7808], [-3.0816, -1.7364, -0.2345], [-2.3325, -2.5500, -1.0800], [-2.9793, -3.4686, -1.8987], [-4.3610, -3.5701, -1.8751], [-5.1096, -2.7632, -1.0244], [-4.4720, -1.8520, -0.2010], [-3.0103, -0.6679, 2.3936], [-2.8606, -1.8809, 3.0641], [-3.4301, -2.0566, 4.3123], [-4.1452, -1.0210, 4.9033], [-4.2896, 0.1885, 4.2425], [-3.7200, 0.3671, 2.9873], [-3.5173, 1.4180, -0.0038], [0.9523, 1.8171, -2.2473], [0.9841, 2.7309, -4.5456], [-1.1001, 3.5710, -5.5731], [-3.2138, 3.5343, -4.2917], [-3.2429, 2.6892, -1.9854], [-1.5755, 2.2366, 2.5062], [-1.2651, 4.2527, 3.8825], [-0.3170, 6.3056, 2.8792], [0.3051, 6.3349, 0.4875], [-0.0569, 4.3432, -0.9079], [-1.2518, -2.4610, -1.0893], [-2.3984, -4.1046, -2.5541], [-4.8615, -4.2855, -2.5150], [-6.1878, -2.8537, -0.9990], [-5.0530, -1.2416, 0.4821], [-2.2825, -2.6800, 2.6137], [-3.3065, -2.9976, 4.8324], [-4.5852, -1.1582, 5.8826], [-4.8419, 0.9975, 4.7027], [-3.8220, 1.3192, 2.4808], [0.0465, -0.4891, 4.8894], [0.8461, -0.4380, 3.5810], [0.0076, -0.3813, 2.5116], [1.7705, 0.8006, 3.6570], [1.0197, 1.9193, 3.6779], [2.6049, 0.9092, 2.6223], [2.5241, 0.8259, 4.7767], [1.6864, -1.7308, 3.4697], [0.8808, -2.8069, 3.5553], [2.6081, -1.8595, 4.4464], [2.3314, -1.8238, 2.3016], [-0.5640, 0.4111, 4.9490], [0.6860, -0.5552, 5.7688], [-0.6155, -1.3505, 4.8538], [2.1245, -2.5610, -3.5375], [1.6063, -1.1322, -3.6306], [2.2490, -0.4004, -4.7989], [0.0888, -1.1125, -3.7539], [1.9760, -0.3472, -2.4599], [1.9150, -0.8643, -0.9494], [0.7183, -1.7495, -0.7222], [1.8205, 0.3645, -0.0613], [3.2351, -1.6969, -0.7206], [4.6120, -1.2089, -0.6155], [4.9163, -0.1664, -1.6822], [5.4554, -2.4556, -0.8224], [4.8254, -0.6290, 0.7719], [1.8536, -3.0952, -4.4498], [1.6879, -3.0844, -2.6869], [3.2092, -2.5781, -3.4371], [1.9914, -0.8927, -5.7377], [3.3342, -0.3882, -4.6974], [1.8914, 0.6291, -4.8376], [-0.2134, -1.6325, -4.6649], [-0.2740, -0.0847, -3.8050], [-0.3678, -1.6044, -2.8953], [4.7433, -0.5621, -2.6824], [5.9659, 0.1205, -1.6003], [4.3050, 0.7263, -1.5484], [5.2946, -2.8690, -1.8190], [5.1884, -3.2119, -0.0847], [6.5131, -2.2133, -0.7106], [4.1618, 0.2164, 0.9362], [5.8601, -0.2942, 0.8684], [4.6269, -1.3794, 1.5355]],
  "lowdin_spin": [1.01, 0.00, -0.01, 0.00, 0.00, 0.00, 0.00, 0.00, 0.00, 0.00, 0.00, 0.00, 0.00, 0.00, 0.00, -0.03, -0.01, 0.00, 0.00, 0.00, 0.00, 0.00, 0.00, 0.00, 0.00, 0.00, 0.00, 0.00, 0.00, 0.00, 0.00, 0.00, 0.00, 0.00, 0.00, 0.00, 0.00, 0.00, 0.00, 0.00, 0.00, 0.00, 0.00, 0.00, 0.00, 0.00, 0.00, 0.00, 0.00, 0.00, 0.00, 0.03, 0.00, 0.00, 0.00, 0.00, 0.00, 0.00, 0.00, 0.00, 0.00, 0.00, 0.00, 0.00, 0.00, 0.00, 0.00, 0.00, 0.00, 0.03, -0.01, 0.00, 0.00, 0.00, 0.00, 0.00, 0.00, 0.00, 0.00, 0.00, 0.00, 0.00, 0.00, 0.00, 0.00, 0.00, 0.00, 0.00, 0.00, 0.00, 0.00, 0.00, 0.00, 0.00],
  "gap_ha": [0.3098, 0.3199],
  "e_homo_ev": [-8.388, -8.310],
  "spin_multiplicity": 2,
  "e_tot_ha": -4834.25392,
  "e_above_lowest_kj_mol": 0.0
}

***

(2)
{
  "formula": "C36H43AsN5O5PPtS2",
  "method": "ωB97M-V/def2-TZVPD",
  "symbols": ["Pt", "N", "C", "C", "C", "C", "N", "C", "C", "H", "H", "H", "H", "O", "As", "C", "C", "C", "C", "C", "C", "C", "C", "C", "C", "C", "C", "C", "C", "C", "C", "C", "C", "H", "H", "H", "H", "H", "H", "H", "H", "H", "H", "H", "H", "H", "H", "H", "O", "S", "O", "O", "S", "O", "P", "N", "C", "C", "C", "C", "N", "C", "C", "C", "C", "N", "C", "C", "C", "C", "H", "H", "H", "H", "H", "H", "H", "H", "H", "H", "H", "H", "H", "H", "H", "H", "H", "H", "H", "H", "H", "H", "H", "H"],
  "coordinates": [[-1.3096, 0.7744, 1.5311], [-6.7401, 0.6162, -3.4494], [-5.9078, 0.6771, -2.6619], [-4.8602, 0.7395, -1.6809], [-5.1187, 0.4218, -0.3521], [-4.0849, 0.4618, 0.5591], [-2.8484, 0.8253, 0.1863], [-2.5888, 1.1475, -1.0889], [-3.5739, 1.1189, -2.0508], [-6.1104, 0.1438, -0.0253], [-4.2380, 0.2221, 1.6005], [-1.5800, 1.4519, -1.3073], [-3.3418, 1.3864, -3.0716], [-0.6561, -0.7657, 0.3442], [-0.5601, -2.4561, 0.7368], [1.0299, -2.7502, 1.7311], [1.5620, -4.0383, 1.7428], [2.7199, -4.2868, 2.4627], [3.3453, -3.2523, 3.1470], [2.8187, -1.9683, 3.1175], [1.6539, -1.7127, 2.4109], [-2.1079, -3.0791, 1.6387], [-3.3554, -2.7961, 1.0897], [-4.4946, -3.2876, 1.7009], [-4.3829, -4.0618, 2.8519], [-3.1369, -4.3550, 3.3838], [-1.9868, -3.8681, 2.7742], [-0.3900, -3.4109, -0.8928], [-1.3256, -4.3794, -1.2448], [-1.1286, -5.1180, -2.4034], [-0.0110, -4.8891, -3.1922], [0.9238, -3.9257, -2.8314], [0.7398, -3.1847, -1.6769], [1.0897, -4.8410, 1.1877], [3.1369, -5.2842, 2.4844], [4.2500, -3.4489, 3.7065], [3.3105, -1.1681, 3.6546], [1.2293, -0.7185, 2.4030], [-3.4283, -2.2229, 0.1745], [-5.4711, -3.0845, 1.2803], [-5.2744, -4.4457, 3.3291], [-3.0568, -4.9615, 4.2753], [-1.0137, -4.0803, 3.1999], [-2.1929, -4.5650, -0.6245], [-1.8452, -5.8775, -2.6847], [0.1409, -5.4732, -4.0899], [1.8010, -3.7671, -3.4444], [1.4803, -2.4548, -1.3697], [-0.6805, -0.9241, 4.3334], [-1.7782, -0.0324, 4.1770], [-2.7112, 0.2078, 5.2090], [-2.4841, -0.2248, 2.8131], [-0.8879, 1.8158, 3.3659], [-0.2123, 2.0232, 0.4204], [1.0879, 2.4876, -0.2580], [2.2905, 2.6333, 0.8173], [3.1833, 3.8102, 0.9451], [4.3643, 3.2951, 1.7824], [4.3017, 1.7713, 1.6602], [2.8050, 1.4981, 1.5925], [1.5973, 1.4902, -1.4408], [3.0161, 1.2194, -1.7548], [2.9868, 0.9501, -3.2519], [1.6657, 0.2118, -3.4429], [0.7104, 0.9036, -2.4655], [0.7474, 3.9566, -0.8667], [1.2477, 4.4549, -2.1566], [-0.0253, 4.8947, -2.8651], [-0.8468, 5.5232, -1.7339], [-0.3788, 4.8171, -0.4425], [2.6670, 4.6311, 1.4418], [3.5016, 4.1595, -0.0385], [4.2473, 3.5987, 2.8226], [5.3099, 3.6999, 1.4283], [4.7853, 1.2577, 2.4891], [4.7799, 1.4428, 0.7356], [2.3649, 1.4942, 2.5964], [2.5567, 0.5533, 1.1049], [3.3738, 0.3475, -1.1988], [3.6447, 2.0704, -1.4958], [3.8520, 0.3844, -3.5910], [2.9722, 1.8972, -3.7959], [1.7778, -0.8370, -3.1722], [1.2985, 0.2496, -4.4665], [0.0093, 0.2001, -2.0126], [0.1501, 1.6964, -2.9748], [1.8120, 3.6860, -2.6807], [1.9086, 5.3104, -1.9883], [-0.5331, 4.0190, -3.2777], [0.1639, 5.5871, -3.6829], [-1.9185, 5.4152, -1.8890], [-0.6390, 6.5901, -1.6673], [-1.1541, 4.2098, 0.0191], [-0.0406, 5.5464, 0.2953]],
  "mulliken_charge": [2.87, -0.35, -0.36, 0.71, -0.59, -0.70, -0.25, 0.01, -1.03, 0.60, 0.70, 0.36, 0.61, 0.26, 0.91, 0.52, -0.65, -0.86, -0.63, -1.11, -0.07, -0.04, -0.36, -0.93, -0.63, -0.84, -0.43, 0.11, -0.35, -0.79, -0.58, -0.92, -0.37, 0.53, 0.46, 0.44, 0.50, 0.23, 0.81, 0.48, 0.45, 0.45, 0.43, 0.41, 0.44, 0.43, 0.46, 0.70, -0.43, 0.85, -0.52, -0.65, -0.20, -0.59, -0.90, 0.77, -0.44, -0.75, -0.70, 0.09, 1.14, -0.50, -0.82, -0.39, 0.44, 0.30, -0.46, -0.53, -0.62, -0.37, 0.34, 0.34, 0.34, 0.39, 0.41, 0.26, 0.33, -0.40, 0.31, 0.22, 0.49, 0.27, -0.08, 0.48, -0.54, -0.01, 0.04, 0.43, 0.11, 0.48, 0.36, 0.28, 0.04, 0.33],
  "gap_ha": [0.2222, 0.2222],
  "charge": 2,
  "e_homo_ev": [-14.379, -14.379],
  "spin_multiplicity": 1,
  "e_tot_ha": -5539.92092,
  "e_above_lowest_kj_mol": 37.3
}